Record 1
60
Properties=species:S:1:pos:R:3 method="wB97M-V/def2-TZVPD" total_charge=0 e_lumo_ev=0.18 total_energy_ev=-39742.359 smiles="O=C(c1ccccc1)C(C(=O)c1ccccc1)C1(c2ccccc2)c2ccccc2-c2ccccc21" molar_mass_da=464.6 gap_ha=0.3107
O 1.93 -3.51 1.04
C 0.88 -2.89 0.98
C -0.30 -3.63 0.39
C -1.60 -3.54 0.89
C -2.58 -4.45 0.47
C -2.26 -5.45 -0.46
C -0.95 -5.57 -0.95
C 0.02 -4.67 -0.52
C 0.69 -1.45 1.48
C 1.70 -1.24 2.60
O 2.87 -1.56 2.51
C 1.22 -0.47 3.80
C -0.15 -0.32 4.12
C -0.53 0.56 5.12
C 0.43 1.30 5.82
C 1.79 1.11 5.54
C 2.18 0.20 4.56
C 0.82 -0.33 0.44
C 1.31 -0.93 -0.87
C 2.53 -1.62 -0.86
C 2.90 -2.40 -1.96
C 2.08 -2.41 -3.09
C 0.94 -1.61 -3.15
C 0.59 -0.81 -2.05
C -0.52 0.43 0.46
C -1.77 0.08 -0.06
C -2.87 0.89 0.28
C -2.74 1.99 1.14
C -1.49 2.34 1.66
C -0.40 1.55 1.30
C 1.00 1.78 1.61
C 1.60 2.82 2.31
C 2.99 2.88 2.32
C 3.75 1.96 1.58
C 3.14 0.93 0.85
C 1.77 0.78 0.97
H -1.83 -2.79 1.66
H -3.59 -4.39 0.90
H -3.03 -6.14 -0.81
H -0.67 -6.37 -1.64
H 1.06 -4.80 -0.82
H -0.34 -1.41 1.88
H -0.92 -0.89 3.60
H -1.60 0.69 5.34
H 0.13 2.03 6.58
H 2.55 1.68 6.06
H 3.24 0.04 4.34
H 3.18 -1.59 0.02
H 3.81 -3.00 -1.89
H 2.34 -3.08 -3.92
H 0.33 -1.60 -4.05
H -0.26 -0.12 -2.13
H -1.87 -0.80 -0.69
H -3.85 0.65 -0.16
H -3.61 2.58 1.41
H -1.33 3.20 2.32
H 0.97 3.55 2.81
H 3.50 3.66 2.89
H 4.83 2.05 1.53
H 3.72 0.26 0.23

***

Record 2
162
Properties=species:S:1:pos:R:3 method="wB97M-V/def2-TZVPD" total_charge=+1 relative_energy_kcal_mol=0.0 e_lumo_ev="-4.75 / -4.76" total_energy_ev=-86555.707 multiplicity=5 molar_mass_da=935.4 gap_ha="0.1935 / 0.2016"
C 0.72 -3.81 7.45
C 0.48 -4.04 5.96
C -0.72 -3.34 5.38
C 1.32 -4.86 5.31
C 1.87 -4.71 3.91
C 0.86 -4.64 2.76
C 1.48 -4.06 1.47
C 0.38 -3.82 0.43
C 2.62 -4.92 0.94
C 3.45 -4.28 -0.19
C 4.04 -2.97 0.18
C 5.39 -2.81 0.53
C 5.87 -1.56 0.88
C 7.30 -1.30 1.25
O 7.78 -0.24 1.06
O 8.03 -2.27 1.85
C 5.01 -0.45 0.89
C 3.70 -0.64 0.52
P 2.50 0.76 0.52
O 3.17 2.07 0.47
N 3.27 -1.88 0.18
H 1.77 -3.69 7.67
H 0.13 -2.94 7.75
H 0.30 -4.65 8.01
H -0.44 -2.38 4.95
H -1.14 -3.94 4.58
H -1.46 -3.14 6.15
H 1.69 -5.72 5.87
H 2.49 -5.58 3.72
H 2.53 -3.84 3.89
H 0.42 -5.61 2.54
H 0.03 -3.97 2.99
H 1.90 -3.10 1.78
H -0.48 -3.39 0.94
H 0.67 -3.10 -0.33
H 0.04 -4.75 -0.03
H 2.17 -5.81 0.49
H 3.27 -5.30 1.73
H 2.81 -4.12 -1.07
H 4.22 -4.98 -0.51
H 6.06 -3.65 0.52
H 8.18 -3.02 1.26
H 5.34 0.54 1.17
H 1.70 0.65 1.67
H 1.67 0.49 -0.59
H 2.30 -1.99 -0.10
C 1.64 1.15 -6.90
C 1.02 -0.27 -6.79
C -0.48 -0.16 -6.51
C -0.83 0.24 -5.08
C -0.11 -0.67 -4.08
C 1.40 -0.72 -4.31
N 1.72 -1.05 -5.73
O 1.53 -2.32 -5.92
C 2.03 0.62 -3.90
C 2.03 -1.75 -3.37
C 1.22 -0.91 -8.16
H 2.67 1.16 -6.54
H 1.67 1.48 -7.93
H 1.07 1.91 -6.35
H -0.95 -1.13 -6.72
H -0.93 0.55 -7.21
H -0.58 1.28 -4.90
H -1.91 0.15 -4.93
H -0.31 -0.32 -3.06
H -0.53 -1.68 -4.15
H 3.09 0.65 -4.12
H 1.91 0.77 -2.82
H 1.57 1.49 -4.36
H 1.59 -2.74 -3.48
H 1.86 -1.43 -2.34
H 3.10 -1.83 -3.53
H 2.28 -1.03 -8.38
H 0.78 -0.27 -8.92
H 0.74 -1.88 -8.23
C -2.17 4.57 0.82
C -1.81 3.21 0.17
C -2.82 2.86 -0.93
C -4.18 2.40 -0.42
C -4.02 1.28 0.60
C -3.07 1.63 1.74
N -1.77 2.14 1.22
O -1.06 1.15 0.79
C -3.74 2.67 2.66
C -2.86 0.41 2.63
C -0.44 3.41 -0.46
H -1.90 4.59 1.87
H -1.63 5.38 0.34
H -3.23 4.82 0.73
H -2.40 2.07 -1.56
H -2.94 3.73 -1.58
H -4.73 3.24 0.02
H -4.78 2.05 -1.26
H -5.00 1.01 1.01
H -3.65 0.38 0.08
H -3.06 3.01 3.44
H -4.61 2.23 3.15
H -4.11 3.55 2.13
H -2.48 -0.44 2.08
H -3.80 0.11 3.08
H -2.16 0.63 3.44
H 0.32 3.62 0.29
H -0.48 4.25 -1.15
H -0.12 2.54 -1.03
C -8.46 -0.93 -4.28
C -8.11 0.48 -3.76
C -9.20 1.48 -4.17
C -9.16 1.87 -5.65
C -7.76 2.33 -6.05
C -6.67 1.32 -5.70
N -6.76 0.89 -4.27
O -6.29 1.83 -3.52
C -6.79 0.10 -6.64
C -5.30 1.91 -6.00
C -8.10 0.37 -2.24
H -7.56 -1.50 -4.52
H -8.99 -1.51 -3.52
H -9.10 -0.92 -5.16
H -9.10 2.39 -3.58
H -10.18 1.06 -3.93
H -9.48 1.03 -6.28
H -9.87 2.67 -5.83
H -7.73 2.54 -7.12
H -7.55 3.28 -5.55
H -6.08 -0.68 -6.36
H -6.57 0.40 -7.66
H -7.79 -0.34 -6.67
H -5.13 2.84 -5.47
H -5.22 2.12 -7.06
H -4.51 1.21 -5.73
H -7.32 -0.31 -1.90
H -9.06 -0.02 -1.90
H -7.95 1.34 -1.76
C 3.70 1.18 7.01
C 4.97 2.06 7.06
C 4.76 3.34 6.24
C 4.81 3.13 4.73
C 6.08 2.38 4.33
C 6.27 1.08 5.09
N 6.15 1.28 6.57
O 7.24 1.82 7.00
C 5.23 0.05 4.60
C 7.62 0.46 4.74
C 5.15 2.44 8.52
H 3.95 0.12 7.05
H 3.05 1.38 7.86
H 3.10 1.36 6.12
H 5.53 4.07 6.51
H 3.81 3.79 6.52
H 3.92 2.59 4.39
H 4.79 4.10 4.23
H 6.07 2.18 3.25
H 6.94 3.03 4.50
H 5.28 -0.87 5.19
H 5.43 -0.21 3.56
H 4.20 0.41 4.64
H 8.45 1.13 4.94
H 7.65 0.23 3.68
H 7.79 -0.46 5.30
H 5.34 1.56 9.14
H 4.25 2.92 8.88
H 5.97 3.14 8.67

***

Record 3
15
Properties=species:S:1:pos:R:3 method="wB97M-V/def2-TZVPD" total_charge=0 relative_energy_kcal_mol=108.9 e_lumo_ev=-0.35 total_energy_ev=-7827.599 molar_mass_da=87.1 gap_ha=0.2967
C -1.12 1.13 -0.31
N -0.57 -0.05 -0.03
C -1.26 -1.26 0.36
C 0.78 0.04 -0.64
O 1.05 -0.64 -1.64
C 1.80 0.21 0.51
H -1.89 1.51 0.37
H 0.53 1.34 -0.73
H -1.16 1.51 -1.33
H -1.56 -1.83 -0.52
H -2.15 -0.99 0.93
H -0.60 -1.88 0.98
H 1.98 -0.76 0.98
H 1.47 0.93 1.26
H 2.74 0.55 0.06

***

Record 4
28
Properties=species:S:1:pos:R:3 method="wB97M-V/def2-TZVPD" total_charge=+1 e_lumo_ev="-6.51 / -6.74" total_energy_ev=-76599.616 multiplicity=3 molar_mass_da=290.9 gap_ha="0.1794 / 0.1639"
N 2.23 0.66 0.53
C 2.66 -0.80 0.60
C 2.14 -1.58 -0.74
C 0.51 -1.63 -0.93
C -0.35 -1.69 0.46
Al -2.31 -1.17 -0.08
S -3.86 -2.02 1.42
C -2.34 0.92 0.02
O -0.97 1.34 -0.29
C -0.70 2.72 0.15
F 0.49 3.18 -0.65
F -1.81 3.65 -0.18
F -0.34 2.77 1.59
H 3.06 1.31 0.50
H 1.64 0.84 -0.30
H 2.18 -1.30 1.57
H 3.83 -0.87 0.78
H 2.56 -0.97 -1.68
H 2.66 -2.63 -0.80
H 0.28 -2.65 -1.51
H 0.13 -0.77 -1.66
H -0.05 -0.88 1.27
H -0.33 -2.76 0.97
H -2.65 -1.53 -1.58
H -5.14 -1.51 1.15
H -3.07 1.40 -0.76
H -2.60 1.23 1.15
Ni 2.16 4.76 -1.02

***

Record 5
58
Properties=species:S:1:pos:R:3 method="wB97M-V/def2-TZVPD" total_charge=+1 relative_energy_kcal_mol=12.5 e_lumo_ev="-3.44 / -3.17" total_energy_ev=-129898.918 multiplicity=2 molar_mass_da=625.8 gap_ha="0.2679 / 0.2774"
V 0.11 -0.29 -0.68
C 1.45 2.74 -1.25
C 0.19 2.81 -2.12
C -0.60 4.09 -1.84
C -0.63 1.56 -1.89
C -0.43 0.43 -2.71
C -1.20 -0.75 -2.51
C -2.07 -0.87 -1.43
C -2.95 -2.07 -1.25
C -2.07 0.17 -0.47
C -1.42 1.41 -0.75
H 2.11 3.57 -1.47
H 2.01 1.82 -1.44
H 1.18 2.79 -0.19
H 0.49 2.80 -3.17
H -0.83 4.19 -0.78
H -1.54 4.11 -2.40
H -0.01 4.96 -2.14
H 0.24 0.49 -3.55
H -1.11 -1.57 -3.21
H -3.92 -1.87 -1.71
H -3.12 -2.28 -0.19
H -2.53 -2.95 -1.72
H -2.68 0.08 0.42
H -1.50 2.22 -0.05
C -3.45 2.11 3.21
N -2.45 1.08 2.96
C -2.66 -0.27 3.17
C -1.50 -0.91 2.91
N -0.59 0.08 2.53
C -1.16 1.32 2.62
S -0.39 2.78 2.39
C 0.81 -0.12 2.38
C 1.58 -0.37 3.49
C 2.95 -0.52 3.32
C 3.49 -0.40 2.05
C 2.63 -0.18 0.99
N 1.30 -0.06 1.14
H -3.67 2.17 4.28
H -4.36 1.88 2.66
H -3.04 3.06 2.87
H -3.61 -0.66 3.48
H -1.24 -1.95 2.95
H 1.12 -0.41 4.46
H 3.59 -0.71 4.18
H 4.55 -0.49 1.87
H 3.00 -0.12 -0.03
Cl -0.15 -2.78 0.29
C 1.09 -2.93 -0.95
C 1.41 -1.72 -1.53
C 2.42 -1.76 -2.47
Cl 2.96 -0.27 -3.20
C 3.04 -2.96 -2.84
Cl 4.28 -2.97 -4.03
C 2.66 -4.16 -2.24
Cl 3.41 -5.63 -2.68
C 1.67 -4.15 -1.26
Cl 1.17 -5.59 -0.46

***

Record 6
69
Properties=species:S:1:pos:R:3 method="wB97M-V/def2-TZVPD" total_charge=0 relative_energy_kcal_mol=2.4 e_lumo_ev=0.59 total_energy_ev=-44725.589 smiles="CC(C)C[C@H](NC(=O)c1[nH]cnc1C(=O)N[C@@H](C)C(=O)OC(C)(C)C)C(=O)OCc1ccccc1" molar_mass_da=486.6 gap_ha=0.3614
C 3.18 2.84 1.11
C 3.08 1.38 1.53
C 4.35 0.63 1.14
C 1.87 0.68 0.90
C 0.51 1.24 1.34
N -0.50 0.22 1.18
C -1.78 0.51 0.95
O -2.24 1.65 0.90
C -2.67 -0.65 0.75
N -3.99 -0.41 0.50
C -4.60 -1.59 0.31
N -3.76 -2.59 0.43
C -2.54 -2.03 0.71
C -1.36 -2.90 0.87
O -0.24 -2.48 1.15
N -1.64 -4.20 0.68
C -0.60 -5.17 0.52
C -1.15 -6.59 0.60
C 0.16 -4.97 -0.81
O 1.08 -5.68 -1.14
O -0.33 -3.95 -1.48
C 0.30 -3.43 -2.68
C -0.56 -2.21 -3.04
C 0.24 -4.48 -3.79
C 1.73 -3.02 -2.38
C 0.12 2.43 0.46
O 0.05 2.38 -0.74
O -0.08 3.52 1.19
C -0.46 4.72 0.50
C 0.77 5.51 0.13
C 1.42 5.27 -1.07
C 2.58 5.96 -1.39
C 3.10 6.89 -0.51
C 2.45 7.14 0.69
C 1.29 6.45 1.01
H 2.36 3.43 1.51
H 4.11 3.28 1.48
H 3.17 2.93 0.02
H 2.97 1.34 2.62
H 4.30 -0.41 1.45
H 5.22 1.08 1.61
H 4.49 0.66 0.06
H 1.93 0.74 -0.18
H 1.90 -0.38 1.19
H 0.54 1.58 2.39
H -0.22 -0.77 1.21
H -4.36 0.53 0.46
H -5.64 -1.70 0.10
H -2.57 -4.41 0.35
H 0.15 -5.01 1.31
H -0.34 -7.30 0.43
H -1.57 -6.77 1.58
H -1.92 -6.74 -0.15
H -0.19 -1.75 -3.95
H -1.59 -2.51 -3.18
H -0.51 -1.48 -2.23
H -0.79 -4.79 -3.97
H 0.82 -5.36 -3.51
H 0.65 -4.07 -4.71
H 2.34 -3.89 -2.15
H 2.15 -2.50 -3.24
H 1.74 -2.35 -1.52
H -1.03 4.44 -0.39
H -1.09 5.27 1.20
H 1.03 4.53 -1.75
H 3.09 5.76 -2.32
H 4.00 7.43 -0.75
H 2.85 7.87 1.38
H 0.79 6.64 1.95